# CH5N2O

A molecular structure, CH5N2O at a distorted geometry (ωB97M-V/def2-TZVPD, the OMol25 dataset).

```
9
Properties=species:S:1:pos:R:3
O -1.97 0.51 0.18
N -0.50 -0.05 -0.60
N -0.19 -1.31 -0.01
C 0.61 0.82 -0.23
H 1.38 1.02 -1.11
H -0.97 -1.87 0.31
H 0.29 -1.13 0.88
H 0.20 1.72 0.11
H 1.15 0.30 0.47
```

Its total charge is -1. The HOMO-LUMO gap (alpha / beta) comes out at 7.05 / 7.05 eV. The calculation puts the HOMO energy (alpha / beta) at -2.21 / -2.21 eV. The relative energy (zero: lowest compared OMol25 entry of this formula, charge and spin) comes out at 112.66 kcal/mol.

Charges in e, computed with Löwdin, in the same order as the atoms: O -0.57; N -0.31; N -0.09; C -0.19; H 0.09; H 0.03; H 0.02; H 0.03; H -0.01